The following is a quantum chemistry calculation of 10 unconnected molecules or ions with the total composition C47H91F15N4O11, from OMol25.

Computed properties:
Kohn-Sham gap ... 8.49 eV
SMILES ... CCOC(=O)C(F)(F)F.CCOC(=O)C(F)(F)F.CCOC(=O)C(F)(F)F.CCOC(=O)C(F)(F)F.CCOC(=O)C(F)(F)F.CCN(CC)CC.CCN(CC)CC.CCN(CC)CC.CCN(CC)CC.CC(C)=O
Energy relative to the best compared isomer or geometry (same formula, charge and spin) ... 123.0 kcal per mole

Geometry as XYZ:
```
168
Properties=species:S:1:pos:R:3:forces:R:3
F -4.832818 1.063474 0.639264 0.36 0.44 0.55
F -0.353148 -1.805726 -6.139056 0.24 -0.33 -0.60
F 3.861052 7.248614 -5.073706 -0.81 -0.36 0.14
F 3.427342 6.390264 -3.178486 -0.36 0.04 1.19
F -1.538308 -3.587456 -6.069646 0.32 -1.65 -0.03
F 7.478892 4.421504 4.174444 0.10 -0.97 0.49
F -0.006418 3.355784 3.681764 -0.73 -0.53 0.05
F -6.313838 2.393484 -0.275016 0.16 -0.95 0.37
F -1.035348 4.770134 4.905404 -0.78 -0.69 0.16
F -6.118278 0.294484 -0.823686 -0.85 -0.33 -0.39
F 9.223702 3.097764 4.503424 -1.80 0.44 0.60
F 8.343922 4.246994 6.124334 0.09 0.27 0.87
F -2.194578 3.032094 4.013564 1.65 1.51 0.01
F 1.778772 7.200004 -4.408196 0.53 -0.33 0.43
F -1.229688 -2.575036 -8.021626 0.20 -0.28 1.24
O -2.617098 5.438424 2.608124 4.86 -2.29 -0.12
O -2.608998 -0.789256 -5.416536 -0.32 -2.16 -2.27
O 3.784952 4.462274 -5.533386 -2.43 2.24 1.73
O 1.550862 4.616324 -5.132796 0.64 1.96 0.45
O -8.288968 1.019434 0.926854 0.41 -0.65 1.35
O -6.659048 0.373554 2.461314 0.45 -0.07 -1.24
O 7.468062 1.400634 6.167264 0.05 2.11 -0.88
O -0.395238 5.120584 1.866034 -1.32 -1.96 3.10
O -3.486858 3.343054 -1.916836 0.32 -0.22 0.21
O -3.737698 -1.838846 -7.115176 1.65 -1.19 1.06
O 6.016682 2.254274 4.631404 2.24 1.35 1.36
N -0.530928 0.014664 -0.646396 -0.96 -1.51 -1.16
N -2.809828 -5.758816 -0.807906 0.40 -0.42 1.48
N 6.429812 -0.005016 -1.954206 0.38 -1.44 -0.11
N -0.547178 -0.946006 6.694384 1.10 1.05 -0.74
C -1.827108 -4.901896 -1.483986 0.02 -1.68 -2.49
C -1.748988 -2.044916 4.874414 -0.01 -1.84 -1.02
C 0.831272 -1.215816 6.224864 -1.62 -0.33 -0.79
C -1.570048 -0.752866 5.620464 0.74 -2.12 1.03
C -1.460748 -6.828766 1.168854 -1.76 1.09 0.62
C 7.612092 -0.871276 -1.700066 -0.63 0.83 1.72
C -4.928668 -1.111096 -6.813976 -0.62 0.83 -0.58
C 2.817992 5.082754 -5.059876 1.20 -2.34 -2.10
C 2.936712 6.531524 -4.381766 0.62 -0.81 -2.20
C 5.345102 0.657234 2.997384 -0.31 0.47 0.67
C 5.394502 1.012094 4.511174 -1.71 -1.72 -1.13
C 1.294842 -0.210596 5.202144 1.46 0.72 0.03
C -0.779728 -1.181976 -1.555816 -0.57 1.56 0.53
C -1.475428 4.888214 2.678414 -3.88 2.96 -1.73
C -7.494198 -0.243746 3.463544 -1.37 -0.65 -0.95
C -0.943358 -1.729096 7.838674 -1.87 0.64 -1.07
C 7.145522 2.300394 5.422234 -0.97 -1.72 -0.76
C -6.084678 1.144494 0.194524 0.53 0.73 0.69
C -1.196748 3.965994 3.836694 0.76 -0.54 0.39
C -2.278208 -6.981336 -0.169056 3.02 -0.24 -0.96
C -8.066118 -1.664036 3.027954 0.67 1.18 0.65
C 8.889652 -0.096096 -1.404606 -0.11 -0.21 -1.13
C 1.843712 2.268174 -4.687456 -0.28 -1.80 -0.07
C -2.167228 -5.135926 -3.022246 0.88 0.66 0.97
C -1.390438 -2.446106 -6.676316 -1.37 2.11 -0.61
C -1.738198 -0.948576 1.363434 -0.14 -0.44 -0.45
C -1.343498 2.912984 -2.926846 -1.92 -0.53 0.37
C -6.175088 -1.943156 -6.958046 -0.31 -0.55 -0.69
C -3.505668 1.370004 -3.209566 0.88 -0.64 -0.30
C 0.571002 6.057324 -0.088656 0.74 0.20 0.54
C -0.244578 -1.374396 9.074234 1.47 -0.05 1.58
C 1.120412 1.137874 0.812714 0.50 -1.01 -1.32
C -7.160428 0.819614 1.302704 -0.33 0.20 -1.09
C -4.508738 -4.071696 -0.578866 -0.97 0.98 0.37
C -0.676188 5.814794 0.725104 -0.21 2.07 -3.22
C -3.548128 -4.974096 0.143144 -0.34 -0.69 -0.25
C 6.538132 0.680904 -3.222926 -0.14 1.73 -0.17
C 5.684592 1.976524 -3.194616 -1.03 -1.00 -0.48
C 0.012232 -1.129906 -2.820446 1.55 -0.79 -0.53
C 0.799542 -0.102686 -0.061166 -1.01 0.28 1.27
C 8.024262 3.564484 5.059314 1.08 -0.64 -1.17
C -1.668268 0.125894 0.301824 1.17 1.53 0.23
C 4.714372 -0.583356 -0.206336 1.15 -0.58 -1.35
C -2.672998 -1.608696 -6.344826 -0.10 2.43 1.70
C 1.262612 3.304454 -5.627366 0.94 -0.85 1.20
C 5.168782 -0.748356 -1.730576 -0.94 0.54 1.44
C -2.833858 2.554294 -2.565446 -0.06 1.35 -0.14
H -1.927108 -6.137736 -3.378346 -0.10 -0.19 0.42
H 5.754722 0.212934 5.159004 0.81 0.35 -0.18
H -0.802558 -1.214456 1.855364 0.26 0.58 -0.04
H -8.990848 -1.599706 2.454504 0.13 0.21 0.06
H 0.906882 5.140104 -0.572386 0.46 0.16 0.17
H 3.722982 -0.979546 0.013404 -0.29 0.51 -0.34
H 5.341512 -1.168416 0.466354 0.43 0.10 -0.10
H -2.945898 -7.841926 -0.210106 -0.54 0.46 0.47
H 0.470322 6.850594 -0.829396 -0.63 -0.26 -0.21
H -2.187538 -6.839586 1.981114 0.03 0.01 0.34
H -8.309948 0.465204 3.605124 -0.18 -0.24 0.34
H -4.130958 -3.504596 -1.429616 0.63 0.07 0.26
H -7.061658 -1.371026 -6.684596 0.17 0.20 0.12
H 1.389802 1.326944 -4.997546 -0.23 -0.28 -0.21
H 4.442402 1.116094 2.594054 -0.06 -0.10 -0.13
H 8.696492 0.661454 -0.645066 0.19 -0.08 -0.03
H -3.243638 -4.983586 -3.101196 0.14 0.09 -0.31
H -0.804848 -5.204506 -1.257066 0.16 -0.23 -0.01
H -1.633208 1.115894 0.756554 0.65 0.14 0.44
H 5.686162 2.638304 -4.060726 1.07 0.06 -0.08
H -0.835778 -1.693926 9.932424 0.11 -0.12 0.10
H -1.000428 -2.262916 4.112684 0.28 0.43 -0.15
H 0.852582 -2.114186 5.607954 -0.02 -0.95 0.46
H 0.698622 -1.920376 9.093664 0.19 0.04 0.40
H -1.327848 5.256044 0.053354 -0.76 0.12 0.52
H -1.815478 -1.099616 -1.885266 -0.28 -0.15 0.37
H -1.996158 -1.494776 7.996214 -0.29 -0.03 -0.12
H 0.430432 1.315034 1.637714 -0.26 -0.10 -0.33
H 0.905392 -0.951346 0.614614 -0.24 -0.66 0.12
H 0.927342 0.806494 5.338354 -0.24 -0.10 -0.08
H -4.546318 1.494604 -3.508956 0.13 0.57 0.16
H -2.507138 -0.643906 6.166454 0.01 1.05 -0.24
H 7.436522 -1.293746 -0.710726 -0.49 -0.62 -0.13
H -8.252848 -2.210236 3.952564 -0.17 -0.03 -0.03
H 0.182852 3.182594 -5.541446 0.08 0.49 -0.41
H 5.122282 -1.794176 -2.034206 0.85 -0.40 0.07
H 1.512862 -1.374486 7.060544 -0.18 0.37 0.03
H -1.477828 -7.304246 -0.834806 -0.09 -0.17 -0.59
H 1.065182 -1.370856 -2.674316 0.44 0.71 0.43
H 5.279612 -0.417456 2.827524 0.23 0.10 -0.03
H -0.654708 -2.114116 -1.004836 0.15 -0.20 -0.02
H 9.628352 -0.834176 -1.092116 0.14 0.22 0.27
H -0.083638 -0.182296 -3.350476 -0.06 -0.11 0.02
H -2.901668 1.064734 -4.064016 -0.21 -0.18 -0.05
H -6.230478 -2.891476 -6.423516 0.39 0.14 0.25
H 4.348932 1.086174 4.810134 -0.01 0.52 0.26
H -7.344968 -2.252966 2.461194 0.17 0.22 0.00
H 1.468562 -0.344626 -0.886986 0.36 0.76 0.17
H -1.982178 -1.864696 0.825574 -0.67 -0.31 0.48
H -0.916568 -2.814876 7.746644 0.17 -0.41 -0.49
H -1.013388 6.830934 0.929684 -0.85 -0.30 0.34
H -0.149338 -1.966696 -3.499986 -1.08 0.09 -0.12
H 4.638012 1.685244 -3.283546 -0.34 -0.09 0.82
H 9.273652 0.355454 -2.319346 0.17 0.29 0.14
H 1.207732 -0.563696 4.174604 -0.71 0.17 -0.05
H 5.875502 2.503074 -2.259516 -0.12 0.08 -0.18
H -6.286448 -2.172276 -8.017856 -0.13 -0.22 -0.02
H 1.628842 3.122724 -6.637786 -0.07 0.44 -0.03
H 2.379232 -0.141306 5.288104 0.24 0.17 0.16
H 1.276952 6.519804 0.601144 0.66 -0.56 -0.05
H 1.123112 1.941594 0.076414 0.28 0.59 0.63
H -4.890298 -3.360386 0.153634 -0.15 0.33 -0.10
H 6.159442 1.139934 2.457054 0.26 -0.44 0.08
H -1.298678 -0.026586 4.854324 -0.15 0.70 0.77
H -5.387728 -4.548356 -1.012776 0.09 -0.60 0.28
H -1.042178 -5.823506 1.217474 0.15 0.11 -0.20
H -2.598488 0.320014 -0.232126 -0.07 -1.01 -0.42
H -4.069678 -5.686386 0.782454 -0.40 0.15 0.11
H -1.453128 3.260584 -3.954106 0.39 -0.15 -0.23
H -0.706468 2.033484 -2.833166 0.14 0.22 -0.07
H -2.694698 -2.181256 4.349884 -0.23 0.40 0.03
H 7.545772 1.076724 -3.349746 0.28 -0.54 0.12
H -3.508048 0.525754 -2.520126 0.17 -0.08 0.17
H -2.435178 -0.660496 2.150404 -0.28 -0.39 -0.18
H 7.773202 -1.693946 -2.396746 -0.13 0.02 -0.41
H 4.891542 0.474504 -0.012346 -0.55 -0.07 0.37
H -1.660468 -2.927496 5.507914 -0.19 0.09 0.45
H -4.888858 -0.581626 -5.862046 0.40 -0.13 -0.15
H 6.326182 0.040694 -4.079256 -0.19 -0.08 -0.27
H 2.900302 2.002894 -4.724116 0.10 0.85 -0.13
H -6.890708 -0.294806 4.369804 0.07 -0.05 -0.32
H -2.846918 -4.460686 0.801024 -0.11 0.63 0.20
H -0.658448 -7.486886 1.502464 -0.17 -0.52 -0.90
H -4.907998 -0.436446 -7.669846 -0.48 0.74 0.47
H -1.595658 -4.473256 -3.672076 -0.17 0.30 -0.04
H -1.829448 -3.830736 -1.282236 -0.73 -0.13 0.38
H 2.083622 0.927214 1.277404 0.27 0.55 -0.18
H 1.510482 2.314704 -3.650686 0.11 0.67 0.03
H 4.327922 -0.369486 -2.311536 0.28 0.73 -0.22
H 0.004942 -0.324116 9.225064 -0.28 0.11 -0.35
H -1.052498 3.771244 -2.321206 0.16 -0.29 0.10
```
Forces are in eV/Å.